Entry 1:
C8H12NP in the gas phase in a non-equilibrium geometry. Source: the OMol25 dataset; level of theory: the ωB97M-V functional and the def2-TZVPD basis.

Cartesian coordinates (Å):
C (-2.553, -1.637, 0.516)
C (-1.862, -0.813, -0.589)
N (-1.067, 0.304, -0.046)
P (-1.638, 1.970, -0.199)
C (0.485, 0.238, -0.136)
C (1.252, -0.860, -0.270)
C (2.664, -0.793, -0.229)
C (3.286, 0.450, -0.082)
C (2.495, 1.628, -0.035)
C (1.160, 1.464, 0.047)
H (-2.252, -1.222, 1.501)
H (-3.764, -1.583, 0.413)
H (-2.110, -2.674, 0.548)
H (-1.163, -1.515, -0.992)
H (-2.594, -0.500, -1.356)
H (-2.956, 1.369, 0.232)
H (-1.223, 2.267, 1.089)
H (0.775, -1.777, -0.505)
H (3.259, -1.763, -0.183)
H (4.367, 0.459, -0.139)
H (2.885, 2.558, 0.223)
H (0.553, 2.431, 0.192)

Summary:
HOMO (Ha): -0.291
Orbital gap (eV): 8.9
SMILES string: CCN(P)c1ccccc1
Net charge: 0
Max |F| (eV/A): 4.021

Now the natural (NBO) charges, all in e: -0.631, -0.232, -0.714, 0.518, 0.171, -0.275, -0.189, -0.231, -0.205, -0.245, 0.228, 0.210, 0.212, 0.197, 0.197, -0.033, -0.048, 0.208, 0.221, 0.214, 0.216, 0.210

Entry 2:
C8H12O in the gas phase in a non-equilibrium geometry. Source: the OMol25 dataset; level of theory: the ωB97M-V functional and the def2-TZVPD basis.

Cartesian coordinates (Å):
C (4.478, -0.484, -0.427)
C (3.188, 0.171, 0.129)
O (3.042, 1.349, 0.454)
C (2.016, -0.759, 0.068)
C (0.854, -0.212, -0.238)
C (-0.179, 0.336, -0.725)
C (-1.683, 0.339, 0.115)
C (-2.426, -0.865, -0.346)
C (-2.498, 1.589, -0.201)
H (4.180, -1.348, -1.047)
H (5.119, 0.165, -1.082)
H (5.005, -0.795, 0.455)
H (2.144, -1.754, -0.121)
H (-0.180, 0.768, -1.748)
H (-1.422, 0.301, 1.165)
H (-2.661, -0.518, -1.419)
H (-1.966, -1.927, -0.296)
H (-3.476, -0.949, 0.181)
H (-3.369, 1.437, -0.958)
H (-3.068, 1.898, 0.719)
H (-1.871, 2.429, -0.650)

Summary:
HOMO (Ha): -0.341
Orbital gap (eV): 9.9
SMILES string: CC(=O)C=C=CC(C)C
Net charge: 0
Max |F| (eV/A): 4.497

Now the natural (NBO) charges, all in e: -0.711, 0.566, -0.547, -0.422, 0.169, -0.269, -0.207, -0.619, -0.631, 0.217, 0.241, 0.238, 0.218, 0.237, 0.213, 0.206, 0.228, 0.213, 0.208, 0.224, 0.227

Entry 3:
2 unconnected molecules or ions with the total composition C8H12O in a non-equilibrium geometry. Source: the OMol25 dataset; level of theory: the ωB97M-V functional and the def2-TZVPD basis.

Cartesian coordinates (Å):
C (-0.743, -0.186, -1.717)
C (0.147, -0.321, -0.521)
C (0.850, -1.174, 0.173)
O (1.246, -2.458, -0.004)
C (1.270, -0.317, 1.300)
C (0.315, 0.842, 0.474)
C (1.247, 2.007, 0.001)
H (-0.972, -1.165, -2.053)
H (-0.024, 0.362, -2.339)
H (-1.650, 0.462, -1.800)
H (0.872, -2.963, -0.741)
H (0.933, -0.707, 2.171)
H (2.322, -0.024, 1.272)
H (-0.475, 1.104, 1.204)
H (1.974, 1.601, -0.764)
H (1.741, 2.331, 0.912)
H (0.788, 2.966, -0.456)
C (-2.832, -0.173, 0.500)
C (-2.044, -0.986, 0.901)
H (-3.471, 0.507, 0.062)
H (-1.493, -1.708, 1.426)

Summary:
HOMO (Ha): -0.302
Orbital gap (eV): 9.0
SMILES string: CC1=C(O)C[C@H]1C.C#C
Net charge: 0
Max |F| (eV/A): 4.526

Now the natural (NBO) charges, all in e: -0.651, -0.090, 0.292, -0.695, -0.422, -0.187, -0.636, 0.213, 0.223, 0.229, 0.490, 0.196, 0.203, 0.216, 0.209, 0.212, 0.211, -0.235, -0.229, 0.220, 0.229

Entry 4:
A molecular structure, C8H12O2 in a non-equilibrium geometry. Source: the OMol25 dataset; level of theory: the ωB97M-V functional and the def2-TZVPD basis.

Cartesian coordinates (Å):
C (-2.463, -2.016, -0.580)
C (-1.532, -1.756, 0.568)
C (-0.159, -1.411, 0.187)
C (0.502, -0.231, 0.162)
C (-0.127, 1.068, 0.534)
C (-0.995, 1.660, -0.304)
C (-1.673, 2.987, 0.025)
C (2.090, -0.302, -0.038)
H (-3.500, -2.107, -0.346)
H (-1.908, -2.672, -1.034)
H (-2.176, -1.052, -1.119)
H (-2.096, -1.065, 1.292)
H (-1.845, -2.405, 1.039)
H (0.334, -2.415, 0.216)
H (0.398, 1.600, 1.642)
H (-1.437, 1.394, -1.558)
H (-2.488, 2.576, -0.255)
H (-1.472, 3.512, 1.038)
H (-1.215, 3.761, -0.892)
H (1.680, 1.783, -0.278)
O (2.582, 0.910, -0.225)
O (2.651, -1.273, -0.160)

Summary:
HOMO (Ha): -0.345
Orbital gap (eV): 9.8
Net charge: 0
Max |F| (eV/A): 16.170

Now the natural (NBO) charges, all in e: -0.576, -0.422, -0.126, -0.184, -0.330, -0.144, -0.632, 0.796, 0.219, 0.198, 0.190, 0.173, 0.195, 0.231, 0.249, 0.239, 0.209, 0.232, 0.202, 0.520, -0.696, -0.543

Entry 5:
C8H12O2Si in the gas phase in a non-equilibrium geometry. Source: the OMol25 dataset; level of theory: the ωB97M-V functional and the def2-TZVPD basis.

Cartesian coordinates (Å):
C (-2.497, -0.151, -1.763)
C (-1.395, 0.021, -1.056)
C (-2.004, -2.372, -0.242)
C (-3.342, -1.339, -1.923)
C (-1.523, -3.217, 0.617)
C (0.445, 2.552, -0.677)
C (1.851, -0.059, -0.914)
C (-0.061, 0.473, 1.631)
O (-4.154, -1.548, -2.767)
O (-2.960, -2.403, -1.164)
Si (0.177, 0.674, -0.238)
H (-2.937, 0.528, -2.422)
H (-2.065, -4.166, 0.520)
H (-0.756, -2.885, 1.331)
H (0.859, 2.960, 0.262)
H (1.091, 2.878, -1.485)
H (-0.530, 3.059, -0.848)
H (2.507, 0.066, -0.053)
H (1.600, -1.152, -1.176)
H (2.240, 0.513, -1.736)
H (-0.262, -0.639, 1.573)
H (0.918, 0.709, 2.074)
H (-0.693, 1.088, 2.231)

Summary:
HOMO (alpha / beta) (Ha): -0.320 / -0.325
Orbital gap (alpha / beta) (eV): 8.5 / 8.5
Net charge: 0
Max |F| (eV/A): 4.240

Now the natural (NBO) charges, all in e: -0.440, -0.294, 0.409, 0.762, -0.605, -1.093, -1.058, -1.096, -0.511, -0.502, 1.554, 0.238, 0.237, 0.244, 0.228, 0.237, 0.233, 0.235, 0.244, 0.244, 0.237, 0.238, 0.258

Entry 6:
C8H12O3S in the gas phase in a non-equilibrium geometry. Source: the OMol25 dataset; level of theory: the ωB97M-V functional and the def2-TZVPD basis.

Cartesian coordinates (Å):
O (2.510, 0.305, -1.406)
S (1.360, -0.547, -1.064)
O (1.535, -1.843, -1.759)
C (1.215, -0.902, 0.742)
C (-0.060, -1.679, 1.110)
C (-1.161, -1.523, 0.416)
C (-1.421, -0.825, -0.877)
C (-0.269, 0.185, -1.378)
C (-0.172, 1.518, -0.511)
O (-1.263, 2.396, -0.730)
C (-0.146, 1.181, 1.024)
C (1.189, 0.475, 1.414)
H (2.174, -1.449, 0.958)
H (-0.196, -2.180, 2.033)
H (-2.005, -2.081, 0.855)
H (-1.586, -1.568, -1.750)
H (-2.307, -0.268, -0.746)
H (-0.311, 0.476, -2.454)
H (0.702, 1.972, -0.794)
H (-1.519, 2.362, -1.647)
H (-0.381, 2.121, 1.473)
H (-0.970, 0.603, 1.438)
H (1.064, 0.238, 2.449)
H (2.019, 1.033, 1.205)

Summary:
HOMO (Ha): -0.365
Orbital gap (eV): 10.5
SMILES string: O=S1(=O)[C@@H]2C=CC[C@H]1[C@@H](O)CC2
Net charge: 0
Max |F| (eV/A): 4.589

Now the natural (NBO) charges, all in e: -0.924, 2.098, -0.948, -0.469, -0.205, -0.165, -0.458, -0.473, 0.096, -0.712, -0.436, -0.414, 0.268, 0.224, 0.217, 0.253, 0.234, 0.254, 0.183, 0.469, 0.235, 0.223, 0.217, 0.231

Entry 7:
C8H12S in the gas phase in a non-equilibrium geometry. Source: the OMol25 dataset; level of theory: the ωB97M-V functional and the def2-TZVPD basis.

Cartesian coordinates (Å):
C (-1.620, -0.561, 0.712)
C (-1.386, 0.454, -0.414)
C (-0.184, -1.467, -1.039)
C (-0.468, -1.526, 0.428)
C (-0.061, 0.079, -1.030)
C (1.207, -0.487, 1.025)
C (1.069, 0.482, -0.105)
C (1.382, 1.942, 0.218)
S (2.635, -0.486, -0.007)
H (-1.508, -0.176, 1.699)
H (-2.547, -1.111, 0.626)
H (-2.081, 0.587, -1.200)
H (-1.490, 1.545, 0.018)
H (0.805, -1.937, -1.099)
H (-0.882, -1.906, -1.681)
H (-0.247, -2.516, 0.916)
H (0.099, 0.361, -2.047)
H (1.037, -0.102, 1.980)
H (1.361, 2.562, -0.655)
H (2.304, 2.055, 0.799)
H (0.575, 2.207, 0.855)

Summary:
HOMO (Ha): -0.296
Orbital gap (eV): 9.0
Net charge: 0
Max |F| (eV/A): 5.043

Now the natural (NBO) charges, all in e: -0.459, -0.409, -0.467, -0.108, -0.254, -0.371, -0.070, -0.623, 0.142, 0.214, 0.222, 0.224, 0.207, 0.236, 0.221, 0.226, 0.220, 0.203, 0.214, 0.232, 0.203

Entry 8:
C8H12S2 in the gas phase in a non-equilibrium geometry. Source: the OMol25 dataset; level of theory: the ωB97M-V functional and the def2-TZVPD basis.

Cartesian coordinates (Å):
C (2.130, 1.271, -1.289)
C (1.245, 0.896, -0.203)
C (0.987, 1.534, 0.932)
C (0.079, 0.952, 1.896)
C (-0.895, 0.002, 1.595)
C (-1.128, -0.385, 0.206)
C (-1.951, -1.629, 0.053)
S (-2.120, 0.927, -0.670)
C (0.286, -0.539, -0.531)
S (1.361, -1.875, -0.062)
H (2.685, 0.421, -1.631)
H (2.788, 2.094, -0.876)
H (1.487, 1.623, -2.139)
H (1.687, 2.379, 1.377)
H (0.061, 1.306, 2.873)
H (-1.501, -0.467, 2.323)
H (-1.853, -1.729, -1.118)
H (-2.980, -1.626, 0.309)
H (-1.514, -2.574, 0.543)
H (-3.383, 0.419, -0.742)
H (0.242, -0.584, -1.578)
H (2.298, -1.119, 0.640)

Summary:
HOMO (Ha): -0.302
Orbital gap (eV): 8.8
SMILES string: CC1=CC=C[C@@](C)(S)[C@@H]1S
Net charge: 0
Max |F| (eV/A): 4.731

Now the natural (NBO) charges, all in e: -0.674, 0.111, -0.291, -0.196, -0.197, -0.183, -0.628, -0.052, -0.374, -0.015, 0.231, 0.224, 0.233, 0.220, 0.208, 0.212, 0.215, 0.221, 0.228, 0.137, 0.224, 0.147

Entry 9:
A molecular structure, C8H13AlCl2N3O3Tl in a non-equilibrium geometry. Source: the OMol25 dataset; level of theory: the ωB97M-V functional and the def2-TZVPD basis.

Cartesian coordinates (Å):
Tl (4.338, 0.930, -1.200)
Al (1.220, 0.334, -0.919)
Cl (2.009, -0.627, -2.645)
Cl (1.657, 2.398, -1.069)
C (2.374, 0.177, 0.761)
C (4.567, 0.730, -4.715)
C (6.543, 1.868, -3.906)
O (2.848, 0.583, 1.740)
O (4.676, 0.853, -5.854)
O (7.061, 2.159, -4.906)
C (-2.373, 1.977, 0.849)
N (-2.201, 0.549, 1.170)
C (-3.379, -0.091, 1.759)
C (-1.208, -0.179, 0.591)
N (-0.584, 0.215, -0.549)
N (-0.779, -1.343, 1.132)
C (-1.163, -1.731, 2.468)
C (-0.583, -2.416, 0.147)
H (-3.305, 2.304, 1.335)
H (-2.447, 2.135, -0.245)
H (-1.541, 2.577, 1.262)
H (-3.592, -1.064, 1.283)
H (-3.268, -0.219, 2.847)
H (-4.234, 0.581, 1.608)
H (-1.156, 0.844, -1.104)
H (-1.969, -2.458, 2.405)
H (-0.318, -2.202, 2.962)
H (-1.474, -0.880, 3.066)
H (-1.530, -2.475, -0.442)
H (0.247, -2.185, -0.547)
H (-0.437, -3.344, 0.720)

Summary:
HOMO (alpha / beta) (Ha): -0.850 / -0.876
Orbital gap (alpha / beta) (eV): 6.0 / 4.1
Net charge: +4
Max |F| (eV/A): 6.919

Now the natural (NBO) charges, all in e: 0.938, 1.423, -0.418, -0.440, 0.456, 0.714, 0.781, -0.223, -0.265, -0.250, -0.453, -0.096, -0.464, 0.623, -1.024, -0.178, -0.454, -0.424, 0.289, 0.268, 0.286, 0.269, 0.298, 0.294, 0.447, 0.281, 0.289, 0.243, 0.279, 0.226, 0.283

Entry 10:
A molecular structure, C8H13B3Br12ClIO3 in a non-equilibrium geometry. Source: the OMol25 dataset; level of theory: the ωB97M-V functional and the def2-TZVPD basis.

Cartesian coordinates (Å):
C (-2.312, 2.475, 2.831)
C (-1.442, 1.481, 2.100)
C (-0.902, 0.383, 3.046)
C (-1.424, -1.036, 2.718)
B (0.630, 0.452, 2.985)
O (1.402, 1.075, 3.958)
B (2.016, 2.136, 3.377)
Cl (1.830, 3.723, 4.052)
O (2.683, 1.934, 2.199)
B (2.047, 1.075, 1.364)
I (2.037, 1.397, -0.745)
O (1.348, 0.035, 1.869)
H (-2.548, 3.319, 2.202)
H (-3.218, 1.992, 3.161)
H (-1.783, 2.820, 3.707)
H (-0.640, 2.044, 1.627)
H (-1.981, 1.019, 1.288)
H (-1.215, 0.644, 4.044)
H (-2.129, -1.003, 1.903)
H (-1.896, -1.469, 3.583)
H (-0.626, -1.689, 2.404)
C (-5.106, 3.067, 5.919)
Br (-5.966, 1.634, 4.971)
Br (-3.346, 2.566, 6.496)
Br (-5.069, 4.678, 4.875)
H (-5.692, 3.266, 6.802)
C (3.995, -0.372, -4.585)
Br (2.696, 1.037, -4.464)
Br (4.364, -0.859, -6.404)
Br (5.596, 0.068, -3.624)
H (3.569, -1.240, -4.107)
C (0.559, -2.369, -7.828)
Br (1.292, -0.902, -8.832)
Br (1.615, -3.976, -7.916)
Br (0.189, -1.880, -6.002)
H (-0.387, -2.606, -8.289)
C (1.900, -4.924, -4.224)
Br (1.628, -3.995, -2.563)
Br (3.759, -4.952, -4.705)
Br (1.140, -6.686, -4.202)
H (1.386, -4.360, -4.988)

Summary:
HOMO (Ha): -0.359
Orbital gap (eV): 9.6
Net charge: 0
Max |F| (eV/A): 1.364

Now the natural (NBO) charges, all in e: -0.602, -0.358, -0.625, -0.582, 1.220, -0.874, 1.009, -0.149, -0.897, 0.931, -0.056, -0.905, 0.212, 0.204, 0.205, 0.186, 0.210, 0.231, 0.207, 0.213, 0.209, -0.503, 0.091, 0.095, 0.096, 0.226, -0.505, 0.091, 0.094, 0.097, 0.226, -0.502, 0.106, 0.094, 0.088, 0.225, -0.510, 0.089, 0.091, 0.094, 0.228

Entry 11:
A molecular structure, C8H13B3F3NO4 in a non-equilibrium geometry. Source: the OMol25 dataset; level of theory: the ωB97M-V functional and the def2-TZVPD basis.

Cartesian coordinates (Å):
F (-3.194, 1.922, 2.657)
C (-3.395, 0.812, 1.898)
F (-4.607, 0.934, 1.307)
F (-2.452, 0.821, 0.915)
C (-3.318, -0.447, 2.748)
O (-2.003, -0.820, 2.982)
C (-1.517, -1.801, 2.085)
C (-0.119, -2.205, 2.531)
B (0.999, -1.340, 1.868)
O (1.105, 0.022, 2.080)
B (1.921, 0.755, 1.255)
O (2.675, 0.145, 0.270)
B (2.162, -1.095, -0.054)
O (1.893, -1.951, 0.990)
H (-3.798, -0.214, 3.688)
H (-3.896, -1.233, 2.270)
H (-1.528, -1.435, 1.061)
H (-2.170, -2.669, 2.135)
H (0.037, -3.241, 2.258)
H (-0.086, -2.161, 3.613)
H (1.983, 1.933, 1.371)
H (1.846, -1.387, -1.161)
N (1.980, 1.131, -2.815)
C (1.002, 2.022, -3.163)
C (1.032, 2.166, -4.524)
C (2.069, 1.327, -5.016)
C (2.633, 0.702, -3.936)
H (2.188, 0.840, -1.877)
H (0.372, 2.474, -2.417)
H (0.383, 2.801, -5.104)
H (2.365, 1.199, -6.043)
H (3.440, -0.007, -3.871)

Summary:
HOMO (Ha): -0.301
Orbital gap (eV): 8.6
Net charge: 0
Max |F| (eV/A): 1.034

Now the natural (NBO) charges, all in e: -0.325, 0.953, -0.326, -0.331, -0.149, -0.517, -0.037, -0.801, 1.168, -0.879, 0.978, -0.895, 0.993, -0.879, 0.215, 0.191, 0.173, 0.170, 0.239, 0.256, -0.096, -0.098, -0.510, -0.082, -0.296, -0.310, -0.078, 0.419, 0.209, 0.218, 0.220, 0.208

Entry 12:
A molecular structure, C8H13Br2O7V in a non-equilibrium geometry. Source: the OMol25 dataset; level of theory: the ωB97M-V functional and the def2-TZVPD basis.

Cartesian coordinates (Å):
O (0.615, -0.197, 0.481)
V (-0.277, 0.250, -0.755)
C (0.769, -1.615, -4.238)
C (0.554, -0.881, -2.967)
O (1.242, -1.102, -1.952)
O (-0.371, -0.007, -2.899)
H (1.757, -2.074, -4.269)
H (0.679, -0.953, -5.100)
H (0.025, -2.403, -4.359)
C (0.092, 4.331, -1.186)
C (-0.008, 2.852, -0.977)
O (1.012, 2.135, -0.813)
O (-1.147, 2.294, -0.979)
H (1.017, 4.694, -0.742)
H (-0.783, 4.804, -0.751)
H (0.158, 4.529, -2.256)
C (-3.898, -1.314, 0.625)
C (-2.569, -0.671, 0.322)
O (-2.097, 0.202, 1.065)
O (-1.879, -1.145, -0.654)
H (-4.671, -0.566, 0.792)
H (-3.790, -1.904, 1.536)
H (-4.202, -1.988, -0.174)
Br (1.631, 0.596, 5.193)
C (2.592, -0.911, 4.375)
C (1.816, -1.487, 3.215)
Br (3.051, -2.433, 2.055)
H (2.737, -1.610, 5.192)
H (3.551, -0.506, 4.075)
H (1.334, -0.717, 2.618)
H (1.064, -2.202, 3.528)

Summary:
HOMO (alpha / beta) (Ha): -0.216 / -0.228
Orbital gap (alpha / beta) (eV): 8.6 / 9.0
Net charge: -1
Max |F| (eV/A): 2.285
Spin multiplicity: 2

Now the natural (NBO) charges, all in e: -0.521, 1.558, -0.710, 0.770, -0.668, -0.737, 0.218, 0.220, 0.229, -0.714, 0.777, -0.684, -0.721, 0.222, 0.225, 0.228, -0.713, 0.769, -0.677, -0.727, 0.220, 0.223, 0.215, -0.043, -0.422, -0.461, -0.011, 0.213, 0.225, 0.277, 0.220